1.
9
Properties=species:S:1:pos:R:3:forces:R:3 method="wB97M-V/def2-TZVPD" largest_force_ev_per_a=5.2 e_homo_ha=-0.3496 smiles="C=CC(=O)S" lumo_energy_ev=-0.05 e_tot_ev=-16056.029 gap_ev=9.5 de_lowest_kj_mol=200.8
S 1.32437 1.93543 -0.67457 -2.805 -0.064 -1.756
O 1.21754 0.28519 1.37373 -1.423 -0.542 0.517
C 0.48673 0.57470 0.47218 5.195 0.068 -0.205
C -0.96395 -1.47582 -0.18899 -1.832 1.278 -0.329
C -0.70118 -0.14200 0.00088 -0.352 -2.300 0.151
H 2.55162 2.40695 -0.41914 0.130 -0.802 1.325
H -2.10876 -1.76166 -0.30310 2.596 0.739 0.149
H -1.51094 0.51305 0.07985 -1.583 0.762 -0.249
H -0.29542 -2.33584 -0.34085 0.074 0.860 0.397

=====

2.
28
Properties=species:S:1:pos:R:3:forces:R:3 method="wB97M-V/def2-TZVPD" largest_force_ev_per_a=4.4 e_homo_ha=-0.4075 charge=+1 lumo_energy_ev=-4.55 e_tot_ev=-16640.306 gap_ev=6.5 de_lowest_kj_mol=470.3
O -3.75849 -0.83138 2.18578 0.331 -0.031 0.189
O 3.11654 0.77647 1.36714 -0.731 -0.155 -1.969
N -1.79585 0.07425 1.29490 -1.870 -0.658 -0.814
N -2.20203 0.11976 -0.78732 2.107 1.488 -1.205
C 2.39840 0.39678 0.36286 1.137 -2.283 1.418
C -2.19919 0.61406 -2.19144 3.245 1.921 2.299
C -3.06781 -0.47158 1.10739 1.143 0.931 -0.493
C -1.24277 0.47816 0.14157 -0.596 0.937 -1.533
C 3.37139 2.19158 1.51080 -3.244 1.891 0.877
C -3.29441 -0.42541 -0.23400 -1.178 -1.587 1.787
C 2.04364 -1.46217 -1.29247 -1.049 0.100 1.847
C 0.88542 -1.49244 -0.40046 0.181 -2.147 -1.265
C 2.21530 -1.02066 0.19344 -0.233 -0.080 1.052
H 2.05229 1.10773 -0.35276 -0.402 0.630 -0.386
H 2.46844 -2.35437 -1.59927 0.911 -1.726 -0.080
H 3.14732 2.29570 2.61446 1.098 0.561 -1.301
H 2.54250 -1.68506 0.99912 0.621 0.453 -0.533
H 2.55498 2.83790 0.96402 1.272 -1.501 0.929
H -4.45301 -1.38057 1.85363 -1.090 -0.654 0.188
H 0.52746 -2.54213 -0.24464 0.656 1.122 0.731
H -2.41773 -0.08399 -2.91769 -0.043 -2.070 -1.264
H -1.53107 0.42454 2.16892 0.734 0.234 1.318
H -1.12433 1.05434 -2.26739 -1.960 -0.795 -0.425
H -2.90425 1.40283 -2.36679 -0.375 0.632 0.488
H -3.95040 -1.04667 -0.79538 -0.793 0.168 -0.337
H 0.12029 -0.78064 -0.41250 -0.717 0.995 -0.375
H 4.29774 2.53039 1.08135 0.699 -0.478 0.458
H 2.19962 -0.72741 -1.98326 0.145 2.101 -1.599

=====

3.
50
Properties=species:S:1:pos:R:3:forces:R:3 method="wB97M-V/def2-TZVPD" largest_force_ev_per_a=6.5 e_homo_ha="0.0848 / -0.1320" charge=-2 lumo_energy_ev="4.37 / 4.30" multiplicity=2 e_tot_ev=-35338.566 gap_ev="2.1 / 7.9" de_lowest_kj_mol=335.0
O -1.83524 2.10925 -2.01053 -2.388 2.976 0.378
O -2.87362 5.15327 -1.77508 0.205 -1.522 0.242
O -1.31780 -2.20364 2.66080 0.281 -0.819 2.471
O 3.33962 0.15280 0.90867 1.159 1.474 -2.200
O 1.46534 -5.40305 0.36610 -5.203 1.577 -3.620
O 0.79113 -0.80551 0.32500 -1.948 1.370 0.246
O 3.34220 3.69751 -0.91112 3.880 -1.812 -0.420
O -5.32081 1.79543 0.81848 -3.769 -1.022 1.157
O 0.68257 0.88258 2.25797 4.028 0.762 3.064
O 4.67067 -1.64314 0.02747 2.428 2.498 -1.254
O 3.37189 -1.03017 4.47240 -2.291 -0.177 2.312
O -2.87831 -0.83291 -3.71803 2.830 2.087 -0.692
O -4.90156 1.98049 -3.15188 -0.458 -0.510 -2.760
O 1.93562 -3.45452 4.70099 -0.699 0.850 -1.003
O -0.19234 0.51778 -1.54828 1.756 -0.321 3.383
O -2.33003 -2.80968 -1.37613 0.944 -1.149 -0.718
O 1.90993 2.53371 -2.09158 -3.439 -0.818 1.311
H -1.58408 -3.47008 -1.52861 -1.254 1.292 0.756
H -4.64853 1.58426 -2.33186 0.622 -0.703 0.450
H 3.26714 0.23038 1.80789 -0.075 0.512 3.677
H -4.66774 1.35835 -3.91825 -0.150 1.237 2.239
H 3.54621 2.67241 -0.95576 -1.197 2.833 0.735
H 2.48854 -0.18384 0.67302 -1.354 -0.778 -0.952
H 0.05382 1.07290 -0.72005 -0.744 -0.401 -2.433
H 2.19016 -5.63184 0.80281 5.131 -1.538 2.895
H 4.87903 -0.74833 0.47723 -1.266 -2.300 -0.001
H 1.22278 1.88159 -2.26102 -0.188 -1.487 -1.576
H 2.95110 -1.58270 5.23085 1.420 0.754 -1.980
H -0.16327 1.15283 2.16895 -4.100 0.924 -0.727
H -3.06312 4.32072 -1.28487 -0.219 0.931 -0.098
H 0.14493 -0.30208 -0.55600 0.679 -0.367 -0.009
H -0.64446 -2.89466 2.80266 -0.293 0.241 0.322
H -1.28438 -2.16777 1.74151 0.062 0.608 -2.747
H -2.15971 -1.34605 -3.30706 -1.326 -0.258 0.239
H 1.36385 2.72334 -1.25424 2.036 0.778 -1.224
H 1.90304 -4.34022 4.30240 -0.062 0.379 -0.074
H 1.61656 -2.81799 3.98650 0.700 -1.356 1.078
H 4.92723 -1.24423 -0.85090 -0.607 -1.408 0.578
H 0.96622 0.35191 1.54573 -0.205 -1.432 -1.737
H -4.46818 2.01980 0.59708 3.158 0.460 -0.324
H 2.65428 -0.35110 4.42871 0.889 -0.377 -0.446
H -1.94155 1.77963 -1.11390 0.384 -0.298 -0.363
H 1.66916 -5.40188 -0.59302 -0.012 -0.014 0.768
H -3.73409 -1.16617 -3.75466 -1.591 -1.776 0.569
H 3.86216 3.87727 -1.74351 -1.078 0.411 1.163
H 1.22214 -1.35095 -0.27827 1.511 -1.947 -1.302
H -2.26069 -2.47486 -0.47203 0.362 -0.195 -0.169
H -5.36880 1.25287 1.63068 0.639 0.527 -0.846
H -1.50736 1.37009 -2.49027 0.756 -1.189 -0.156
H -2.30641 4.70463 -2.42369 0.055 0.489 -0.206

=====

4.
10
Properties=species:S:1:pos:R:3:forces:R:3 method="wB97M-V/def2-TZVPD" largest_force_ev_per_a=3.6 e_homo_ha=-0.3449 smiles="O=C[C@H]1CN1" lumo_energy_ev=0.72 e_tot_ev=-6725.190 gap_ev=10.1 de_lowest_kj_mol=422.8
O 0.47144 1.71414 0.54755 1.864 -1.151 -1.204
N 0.96991 -0.89607 -0.01624 -0.158 0.266 0.244
C -0.35748 -0.49137 0.46439 -0.553 0.241 0.221
C -0.49806 0.95458 0.88183 2.012 1.863 -0.601
C -0.06313 -0.67049 -0.99865 -0.286 0.030 -0.171
H 1.57646 -0.07205 0.02842 -0.130 -0.084 -0.012
H -0.02383 0.23009 -1.61309 0.025 -0.165 0.208
H -0.93777 -1.25317 0.97891 0.115 0.257 -0.036
H -0.46276 -1.55681 -1.48896 0.134 0.160 0.101
H -0.67479 2.04115 1.21585 -3.023 -1.418 1.251